This record from the Open Molecules 2025 dataset describes one molecule with the formula C2H6N2O. The level of theory is the ωB97M-V functional and the def2-TZVPD basis.

The geometry in ORCA input format:
```
! wB97M-V def2-TZVPD RIJCOSX def2/J DEFGRID3
* xyz 0 1
N -0.5074 -1.1144 -1.4580
C 0.5954 -0.5638 -0.6655
C 0.0946 0.2623 0.5140
N 0.3960 1.6001 0.5155
O -0.6245 -0.2245 1.3615
H -1.1416 -0.3370 -1.6752
H -1.0593 -1.6704 -0.8020
H 1.2276 0.0494 -1.3065
H 1.1845 -1.3846 -0.2639
H 1.2556 1.9460 0.1233
H 0.0399 2.0602 1.3403
*
```

Computed properties:
**Structure (SMILES)**: NCC(N)=O
**Lowest unoccupied orbital energy**: 0.863 eV
**E_HOMO**: -9.55 eV

natural (NBO) population analysis, charges in e, atoms 1 to 6: N -0.794; C -0.315; C 0.651; N -0.830; O -0.615; H 0.348



This record from the Open Molecules 2025 dataset describes one molecule with the formula C2H6N2O in a non-equilibrium geometry. The level of theory is the ωB97M-V functional and the def2-TZVPD basis.

The geometry in ORCA input format:
```
! wB97M-V def2-TZVPD RIJCOSX def2/J DEFGRID3
* xyz 0 1
C 0.7067 -0.4228 0.3451
C -0.5275 -0.9209 -0.4140
H 1.7449 0.9755 -0.6758
H -0.0409 1.4463 -0.6278
H 1.6923 -0.9985 0.1271
H 0.3949 -0.6803 1.4818
H -0.4448 -1.9105 -0.8335
H -1.0604 0.8721 0.8646
N 0.9374 1.0607 0.0765
N -1.6165 -0.2545 -0.5541
O -1.7862 0.8330 0.2102
*
```

Computed properties:
**Structure (SMILES)**: NC/C=N\O
**Lowest unoccupied orbital energy**: 0.774 eV
**E_HOMO**: -9.70 eV

natural (NBO) population analysis, charges in e, atoms 1 to 6: C -0.328; C -0.020; H 0.367; H 0.382; H 0.228; H 0.194



This record from the Open Molecules 2025 dataset describes one molecule with the formula C2H6N2O in a non-equilibrium geometry. The level of theory is the ωB97M-V functional and the def2-TZVPD basis.

The geometry in ORCA input format:
```
! wB97M-V def2-TZVPD RIJCOSX def2/J DEFGRID3
* xyz 0 1
C -1.4005 -0.5350 -0.2475
C 1.6586 0.1916 -0.1731
H -1.7433 0.3140 -1.0505
H -2.4494 -0.6288 0.0925
H -1.0742 -1.5232 -0.6353
H 0.0390 -0.4456 1.3800
H 0.5306 1.8046 0.1036
H 2.6042 0.9007 -0.1566
N -0.5378 0.2128 0.7513
N 0.4788 0.6975 -0.1880
O 1.8940 -0.9887 0.1236
*
```

Computed properties:
**Structure (SMILES)**: CNNC=O
**Lowest unoccupied orbital energy**: 0.879 eV
**E_HOMO**: -9.95 eV

natural (NBO) population analysis, charges in e, atoms 1 to 6: C -0.454; C 0.491; H 0.209; H 0.201; H 0.214; H 0.370



This record from the Open Molecules 2025 dataset describes C2H6N2O as an isolated structure in a non-equilibrium geometry. The level of theory is the ωB97M-V functional and the def2-TZVPD basis.

The geometry in ORCA input format:
```
! wB97M-V def2-TZVPD RIJCOSX def2/J DEFGRID3
* xyz 0 1
C -0.4822 0.2703 -2.2376
C -0.4693 0.1569 -0.7507
N -1.2285 0.1792 0.1707
H -1.4558 0.5937 -2.6065
H -0.2623 -0.6900 -2.7081
H 0.2545 0.9989 -2.5815
N 0.9437 -0.3872 2.7634
O 0.8685 -0.0752 1.4497
H 0.6212 -0.0949 0.1881
H 0.6008 0.3744 3.3451
H 0.6093 -1.3260 2.9675
*
```

Computed properties:
**Lowest unoccupied orbital energy (alpha / beta)**: -0.981 / 0.116 eV
**E_HOMO (alpha / beta)**: -6.79 / -9.21 eV

natural (NBO) population analysis, charges in e, atoms 1 to 6: C -0.674; C -0.011; N -0.248; H 0.228; H 0.240; H 0.238



This record from the Open Molecules 2025 dataset describes a 2-piece molecular cluster, C2H6N2O overall in a non-equilibrium geometry. The level of theory is the ωB97M-V functional and the def2-TZVPD basis.

The geometry in ORCA input format:
```
! wB97M-V def2-TZVPD RIJCOSX def2/J DEFGRID3
* xyz 1 2
C 1.4445 -1.1833 0.0938
N 0.8294 -2.2744 0.1864
H 1.9958 -0.9604 -0.8331
H 1.6306 -0.4506 0.8919
H 0.3581 -2.2827 1.1060
C -0.5961 1.2802 -0.7055
N -1.4959 1.1990 0.2876
O 0.6186 1.3665 -0.5614
H -1.0803 0.9677 -1.6430
H -1.2824 1.1911 1.2685
H -2.4222 1.1469 -0.0914
*
```

Computed properties:
**Lowest unoccupied orbital energy (alpha / beta)**: -4.111 / -10.114 eV
**E_HOMO (alpha / beta)**: -16.43 / -14.49 eV
**⟨S²⟩**: 0.7606

natural (NBO) population analysis, charges in e, atoms 1 to 6: C -0.023; N -0.321; H 0.255; H 0.260; H 0.395; C 0.506



This record from the Open Molecules 2025 dataset describes an isolated ion of composition C2H6N2O and charge +1 in a non-equilibrium geometry. The level of theory is the ωB97M-V functional and the def2-TZVPD basis.

The geometry in ORCA input format:
```
! wB97M-V def2-TZVPD RIJCOSX def2/J DEFGRID3
* xyz 1 2
N 0.8108 -0.9003 -1.2690
C -0.2778 -0.4878 -0.5059
C 0.2467 0.5704 0.4929
N -0.7642 1.2756 1.0734
O 1.4210 0.6656 0.7147
H 0.7482 -1.8746 -1.5673
H 1.7312 -0.7550 -0.8277
H -0.7290 -1.3432 0.0273
H -1.0787 0.0223 -1.0632
H -1.6099 0.7672 1.2792
H -0.4982 2.0598 1.6455
*
```

Computed properties:
**Lowest unoccupied orbital energy (alpha / beta)**: -3.771 / -9.293 eV
**E_HOMO (alpha / beta)**: -15.37 / -15.30 eV
**⟨S²⟩**: 0.7543

natural (NBO) population analysis, charges in e, atoms 1 to 6: N -0.222; C -0.426; C 0.663; N -0.796; O -0.549; H 0.415



Energy relative to the best compared isomer or geometry (same formula, charge and spin)? In order: 41.3; 452.7; 340.8; 707.4; 216.8; 35.3 kJ/mol.
Calculated total energy? In order: -7199.360; -7195.096; -7196.256; -7192.456; -7188.066; -7189.946 eV.